[1]
{"formula": "C3H7NO2", "method": "ωB97M-V/def2-TZVPD", "elements": ["C", "C", "C", "N", "O", "O", "H", "H", "H", "H", "H", "H", "H"], "coordinates": [[1.51815, 0.76336, 0.09647], [0.31206, -1.50433, 0.23377], [-1.08846, 0.40919, -0.32139], [0.30843, -0.03209, -0.06569], [2.60756, 0.29766, 0.34868], [-1.54737, 1.42371, 0.55338], [1.45643, 1.88313, -0.01284], [0.10141, -1.91845, -0.76552], [1.35785, -1.88827, 0.48481], [-0.34420, -1.90024, 0.88321], [-1.73065, -0.39246, -0.08431], [-1.25764, 0.63063, -1.36609], [-1.69357, 2.22816, 0.01552]], "forces_ev_per_a": [[-4.71, 5.61, -1.63], [4.81, 1.37, -3.45], [0.73, 0.85, 1.11], [-1.41, -2.32, 1.01], [4.94, -3.87, 1.33], [0.33, 0.81, -1.15], [-1.01, -1.23, 0.02], [-0.12, -0.27, 0.21], [-1.35, 1.00, -0.26], [-2.61, -0.56, 2.54], [-0.34, -1.40, 0.10], [0.46, 0.47, -0.49], [0.28, -0.46, 0.65]], "mulliken_charge": [-0.331, -0.964, -0.484, 0.328, -0.486, -0.479, 0.325, 0.392, 0.278, 0.400, 0.281, 0.407, 0.333], "energy_ha": -323.5164, "lumo_ev": [0.6, -2.6], "s2": 2.0081, "de_lowest_ev": 0.9491, "multiplicity": 3, "homo_lumo_gap_ev": [4.99, 6.69]}

[2]
{"formula": "C17H22N5O5S5Yb", "method": "ωB97M-V/def2-TZVPD", "elements": ["Yb", "S", "C", "S", "C", "C", "S", "S", "S", "C", "C", "O", "N", "C", "C", "C", "C", "C", "C", "N", "H", "H", "H", "H", "H", "H", "H", "H", "H", "H", "C", "C", "N", "O", "C", "C", "N", "O", "H", "H", "H", "H", "H", "H", "H", "N", "C", "C", "O", "O", "H", "H", "H", "H", "H"], "coordinates": [[0.32065, 0.78359, 0.32524], [6.88507, 5.18923, 0.29651], [5.54215, 4.21757, 0.20093], [4.13266, 4.71491, -0.68133], [3.27935, 3.14738, -0.61829], [3.88676, 2.17084, 0.25179], [3.13050, 0.67113, 0.50975], [5.47350, 2.65945, 0.91212], [1.85115, 2.90889, -1.45790], [1.67109, 0.01338, 4.40461], [0.78833, -0.60495, 3.31132], [0.27118, 0.15086, 2.44067], [0.54096, -1.94232, 3.30226], [-0.30403, -2.54564, 2.24193], [0.53294, -3.00161, 1.06284], [0.82347, -4.34552, 0.83494], [1.66448, -4.64303, -0.25005], [2.19564, -3.62594, -1.04315], [1.81248, -2.33511, -0.78613], [0.99109, -2.04397, 0.23342], [1.03620, 0.61576, 5.08284], [2.40256, 0.64973, 3.91271], [2.16684, -0.70299, 5.05415], [1.10094, -2.56596, 3.87211], [-1.00189, -1.76466, 1.95613], [-0.87185, -3.40149, 2.69478], [0.45955, -5.11933, 1.50372], [1.97687, -5.65136, -0.46600], [2.87869, -3.84417, -1.87431], [2.19256, -1.51169, -1.36912], [-0.98431, -0.95508, -4.05432], [-1.20632, -0.44842, -2.65974], [-0.25682, 0.29117, -2.09856], [0.80836, 0.56280, -2.99144], [-2.37567, -0.77020, -1.84337], [-3.58023, -1.52780, -2.30687], [-2.35088, -0.39616, -0.55184], [-3.24949, -0.85447, 0.14694], [0.09570, -1.10928, -4.15627], [-1.27173, -0.20306, -4.82349], [-1.52607, -1.87748, -4.23058], [1.39925, 1.16417, -2.47907], [-3.63587, -1.62709, -3.41372], [-4.47385, -1.03579, -1.94284], [-3.57474, -2.53199, -1.86610], [-4.30570, 3.60495, 0.09074], [-3.18489, 3.48942, 1.02007], [-2.02755, 2.94854, 0.23381], [-1.13059, 2.27052, 0.76289], [-2.03064, 3.18776, -1.05575], [-5.10514, 4.06231, 0.51336], [-4.65561, 2.68868, -0.15258], [-2.93353, 3.52875, -1.25289], [-3.34968, 2.79179, 1.85565], [-2.92395, 4.50298, 1.39748]], "forces_ev_per_a": [[0.63, -1.62, -2.04], [-0.70, -0.49, 0.13], [0.81, 1.03, -0.28], [-0.20, -1.15, 0.02], [0.57, -0.04, 0.88], [-0.48, 0.48, -0.73], [1.11, 0.21, 0.53], [-1.04, -0.65, -0.26], [-0.05, 0.80, 0.30], [-0.84, -0.30, -0.07], [-0.38, 0.45, -0.59], [0.72, -1.37, 2.31], [0.10, 0.65, -0.34], [0.11, -0.43, 0.71], [0.11, 0.07, -0.78], [0.63, 0.26, -0.52], [0.11, 0.32, 0.27], [0.03, -0.90, -0.31], [-0.56, 0.06, 0.93], [-0.07, 0.62, 0.33], [0.20, -0.11, -0.60], [-0.01, 0.07, 0.03], [0.10, -0.28, -0.23], [-0.15, 0.38, -0.01], [-0.21, -0.13, -0.24], [0.55, 0.79, -0.45], [-0.02, 0.07, -0.17], [-0.16, -0.27, 0.11], [-0.35, 0.04, 0.46], [-0.11, 0.23, -0.12], [0.04, 0.43, -0.21], [0.83, 1.19, 1.35], [-0.69, -0.65, -0.48], [0.26, -0.08, 0.02], [0.45, 0.51, 0.00], [0.55, -0.48, -0.88], [2.74, 0.28, -2.21], [-2.25, -0.49, 2.15], [-0.32, -0.13, -0.20], [0.11, -0.43, 0.54], [-0.10, -0.05, -0.05], [-0.44, -0.49, -0.35], [0.09, 0.11, 0.71], [-0.25, 0.08, 0.06], [-0.19, 0.01, -0.07], [-0.45, 0.12, 0.09], [-0.35, 0.04, 0.24], [1.46, -1.14, 0.36], [-2.27, 2.72, -0.32], [-0.11, -0.22, 0.35], [0.21, 0.30, -0.03], [0.06, -0.37, -0.01], [0.15, 0.30, -0.06], [0.09, 0.36, -0.12], [-0.07, -0.69, -0.13]], "mulliken_charge": [1.127, -0.213, 0.131, -0.048, 0.174, 0.034, -0.278, -0.060, -0.372, -1.132, 0.632, -0.491, -0.082, -0.928, 0.729, -0.909, -0.285, -0.967, -0.080, 0.393, 0.296, 0.225, 0.364, 0.267, 0.139, 0.430, 0.419, 0.395, 0.394, 0.368, -1.559, 0.180, 0.314, -0.533, 0.214, -1.353, 0.392, -0.832, 0.415, 0.248, 0.422, 0.292, 0.402, 0.331, 0.247, -0.688, -0.293, 0.533, -0.543, -0.370, 0.247, 0.216, 0.408, 0.322, 0.312], "energy_ha": -4460.6159, "lumo_ev": [0.1, -1.7], "s2": 0.7707, "de_lowest_ev": 0.4200, "multiplicity": 2, "homo_lumo_gap_ev": [6.43, 4.68]}

[3]
{"formula": "C3H4O2", "method": "ωB97M-V/def2-TZVPD", "elements": ["C", "C", "C", "O", "O", "H", "H", "H", "H"], "coordinates": [[1.23955, 0.85908, -0.14812], [-0.42401, 0.85850, 0.18593], [-0.88569, -0.43224, -0.31969], [1.79690, -0.17101, -0.00341], [-0.27372, -1.54892, 0.19294], [-0.41469, 0.65124, 1.30631], [-0.74110, 1.86751, 0.02659], [-1.13022, -0.62913, -1.34666], [0.83299, -1.45503, 0.10612]], "forces_ev_per_a": [[0.87, -0.77, 0.44], [-1.74, -3.01, 2.10], [2.66, 0.46, 0.26], [0.62, 0.30, -0.48], [1.13, 1.36, -0.20], [0.70, 0.69, -1.15], [-0.74, 0.00, -0.79], [-0.76, 0.41, -0.50], [-2.74, 0.55, 0.33]], "mulliken_charge": [0.073, -0.359, -0.209, -0.361, -0.501, 0.233, 0.387, 0.325, 0.412], "energy_ha": -267.0549, "lumo_ev": [-0.3, -0.5], "de_lowest_ev": 3.7528, "homo_lumo_gap_ev": [8.23, 8.00]}

[4]
{"formula": "C30H53NO20", "method": "ωB97M-V/def2-TZVPD", "elements": ["O", "N", "O", "C", "C", "C", "C", "C", "C", "H", "H", "H", "H", "H", "C", "C", "O", "C", "O", "O", "C", "H", "H", "H", "H", "H", "H", "H", "H", "C", "C", "O", "C", "O", "O", "C", "H", "H", "H", "H", "H", "H", "H", "H", "C", "C", "O", "C", "O", "O", "C", "H", "H", "H", "H", "H", "H", "H", "H", "C", "C", "O", "C", "O", "O", "C", "H", "H", "H", "H", "H", "H", "H", "H", "C", "C", "O", "C", "O", "O", "C", "H", "H", "H", "H", "H", "H", "H", "H", "C", "C", "O", "C", "O", "O", "C", "H", "H", "H", "H", "H", "H", "H", "H"], "coordinates": [[2.12051, -2.64157, 0.46534], [2.16502, -1.42779, 0.47584], [3.18313, -0.77474, 0.56295], [0.89302, -0.70697, 0.43855], [-0.28492, -1.41025, 0.30302], [-1.48822, -0.73149, 0.23132], [-1.47765, 0.65349, 0.33675], [-0.30358, 1.35271, 0.52187], [0.90407, 0.66005, 0.59360], [-0.21512, -2.47997, 0.14907], [-2.44052, -1.23860, 0.24814], [-2.41795, 1.19132, 0.40273], [-0.28540, 2.43107, 0.59131], [1.80735, 1.24181, 0.70066], [-4.69458, -4.45974, -3.42596], [-4.43378, -3.14551, -2.73148], [-5.45445, -2.95540, -1.73666], [-5.32346, -1.86499, -0.99220], [-4.42439, -1.06287, -1.07388], [-6.34187, -1.80084, -0.14276], [-6.45878, -0.57577, 0.58688], [-4.81599, -5.26704, -2.70666], [-3.89153, -4.65647, -4.13600], [-5.61135, -4.44105, -4.02225], [-4.42201, -2.28943, -3.40677], [-3.45070, -3.16419, -2.25416], [-6.71656, 0.23127, -0.09463], [-5.54280, -0.33941, 1.12697], [-7.24721, -0.75805, 1.31058], [-2.03829, -8.83248, 4.10126], [-1.47791, -7.63380, 4.83325], [-1.17599, -6.57048, 3.93426], [-2.00375, -5.52431, 3.93456], [-2.99705, -5.39535, 4.59791], [-1.53807, -4.64158, 3.05010], [-2.40787, -3.55164, 2.75741], [-3.02671, -8.61201, 3.68671], [-2.18264, -9.66075, 4.79607], [-1.42071, -9.16513, 3.26675], [-0.56505, -7.89966, 5.36512], [-2.20750, -7.30823, 5.57417], [-2.86776, -3.10027, 3.63595], [-3.14412, -3.82565, 2.00638], [-1.75078, -2.75998, 2.39350], [5.14113, -2.16653, 4.90290], [5.02655, -1.13953, 3.81974], [5.11946, 0.16454, 4.43858], [4.92559, 1.25870, 3.71000], [4.93625, 2.36441, 4.17093], [4.71550, 0.96241, 2.41791], [4.50189, 2.06173, 1.54441], [4.79411, -3.12428, 4.50937], [4.49233, -1.91908, 5.74208], [6.16075, -2.29053, 5.26357], [4.05942, -1.20859, 3.31673], [5.78164, -1.23162, 3.03961], [5.37182, 2.71856, 1.54527], [3.60055, 2.62892, 1.77401], [4.40923, 1.64169, 0.54630], [-4.69991, 3.18285, 3.84156], [-4.70283, 3.51365, 2.37074], [-3.38050, 3.51874, 1.85346], [-2.85158, 4.70683, 1.54403], [-3.24262, 5.77876, 1.91943], [-1.83417, 4.49863, 0.72127], [-1.08218, 5.61239, 0.25204], [-4.35393, 2.16360, 3.99352], [-5.69501, 3.31300, 4.26660], [-4.04785, 3.89219, 4.35285], [-5.23209, 4.43774, 2.13162], [-5.25268, 2.76042, 1.79409], [-0.43074, 5.24350, -0.53549], [-0.52274, 6.07836, 1.05693], [-1.76036, 6.30980, -0.24271], [-1.77300, 3.01963, -2.42084], [-0.34086, 3.31608, -2.85098], [0.15118, 2.20682, -3.58759], [0.78078, 2.44705, -4.74034], [1.01224, 3.52276, -5.20994], [1.08960, 1.26429, -5.26800], [2.07404, 1.23911, -6.29912], [-2.12487, 3.85943, -1.81562], [-1.79787, 2.10490, -1.83979], [-2.43846, 2.99785, -3.28322], [0.27749, 3.45358, -1.96088], [-0.31028, 4.23679, -3.43045], [1.66483, 1.44557, -7.28710], [2.39754, 0.19949, -6.32609], [2.91092, 1.88757, -6.05357], [3.80804, 0.49104, -2.21210], [4.14526, 1.10897, -3.55548], [5.47400, 1.62535, -3.53288], [5.73806, 2.57130, -4.42985], [4.97784, 2.98900, -5.26629], [6.98170, 2.98636, -4.23121], [7.45379, 4.03946, -5.05565], [3.47122, 1.24867, -1.51023], [4.67248, -0.05100, -1.83034], [3.00917, -0.23539, -2.36352], [3.39499, 1.86306, -3.79725], [4.08603, 0.36857, -4.35771], [6.74767, 4.26323, -5.85495], [8.41263, 3.77036, -5.49121], [7.58070, 4.94056, -4.45473]], "forces_ev_per_a": [[0.10, -0.08, -0.15], [-0.08, -0.30, 0.35], [0.18, 0.06, -0.09], [-0.03, 0.36, 0.18], [-0.05, -0.67, -0.72], [0.20, 0.31, 0.73], [-0.66, 0.16, 0.55], [0.70, -0.28, -0.13], [-0.27, 0.92, -0.40], [-0.13, 0.00, 0.27], [0.06, -0.17, -0.44], [0.02, -0.02, -0.29], [-0.21, 0.02, 0.13], [0.21, -0.34, 0.10], [-0.51, 0.18, -0.40], [0.44, -0.10, -0.02], [-0.09, -0.06, 0.04], [0.22, 0.12, -0.14], [-0.10, 0.04, 0.03], [-0.14, -0.07, 0.03], [0.05, -0.18, 0.23], [0.30, -0.06, 0.01], [0.14, -0.17, 0.21], [-0.01, 0.18, 0.14], [-0.16, -0.05, -0.06], [-0.12, 0.02, 0.16], [-0.01, 0.09, 0.05], [0.08, -0.01, -0.15], [-0.11, 0.10, -0.09], [-0.44, -0.06, -0.34], [-0.36, -0.57, 0.48], [0.18, 0.24, -0.05], [-0.04, -0.19, -0.08], [-0.09, -0.01, 0.04], [-0.13, -0.07, 0.03], [0.56, 1.02, 0.11], [0.08, 0.12, 0.05], [0.15, -0.01, 0.03], [0.20, 0.04, 0.15], [0.16, 0.17, -0.20], [0.08, 0.19, -0.05], [-0.22, -0.57, 0.14], [-0.08, -0.07, 0.05], [-0.05, -0.23, -0.38], [-0.04, -0.42, 0.11], [-0.44, 0.35, -0.38], [0.15, -0.06, 0.14], [-0.06, 0.00, -0.19], [0.02, 0.09, 0.03], [-0.14, -0.15, 0.02], [0.34, 0.21, -0.48], [0.13, -0.02, 0.00], [0.03, 0.09, 0.01], [0.01, 0.08, 0.03], [0.02, -0.01, 0.06], [0.13, -0.03, 0.12], [-0.11, 0.11, 0.17], [0.05, -0.04, 0.30], [-0.04, -0.18, 0.07], [0.03, 0.46, -0.02], [-1.13, -0.21, -0.18], [0.45, -0.02, -0.54], [-0.32, 0.37, 0.09], [0.01, 0.04, 0.00], [0.54, -0.85, -0.12], [-0.55, 0.34, -0.43], [0.05, 0.00, 0.18], [-0.06, -0.17, -0.06], [0.08, -0.15, 0.10], [0.42, 0.24, 0.28], [0.29, -0.17, 0.12], [0.20, -0.24, 0.25], [-0.02, 0.10, 0.01], [0.06, 0.25, 0.35], [0.34, 0.66, -0.19], [-0.81, 0.41, 0.42], [0.09, -0.28, -0.05], [-0.13, -0.17, 0.03], [0.22, 0.31, -0.19], [-0.07, -0.15, 0.24], [0.16, -0.46, -0.27], [0.04, -0.18, 0.19], [-0.27, -0.10, -0.06], [0.05, -0.38, -0.04], [0.21, -0.13, -0.09], [0.21, -0.11, -0.20], [-0.17, 0.40, 0.14], [0.14, 0.04, 0.08], [-0.04, 0.13, -0.16], [0.30, -0.17, -0.49], [-0.81, -0.58, -0.15], [0.02, 0.35, 0.21], [-0.22, 0.14, -0.11], [-0.06, -0.13, 0.00], [0.37, -0.20, 0.23], [-0.06, 0.67, -0.46], [0.10, -0.04, 0.16], [-0.06, 0.06, 0.20], [-0.10, 0.08, 0.10], [0.38, 0.31, -0.04], [0.11, -0.05, 0.09], [0.01, -0.13, 0.07], [0.01, -0.22, 0.13], [0.00, -0.11, 0.11]], "mulliken_charge": [-0.654, 1.142, -0.522, -0.741, -0.491, -0.407, -0.853, -0.421, 0.045, 0.634, 0.541, 0.584, 0.781, 0.374, -1.319, 0.010, -0.319, 0.839, -0.559, -0.371, -0.694, 0.318, 0.394, 0.321, 0.317, 0.173, 0.313, 0.258, 0.336, -1.102, -0.200, -0.329, 0.704, -0.556, -0.269, -0.608, 0.286, 0.357, 0.298, 0.313, 0.313, 0.356, 0.348, 0.083, -1.324, 0.284, -0.297, 0.712, -0.598, -0.263, -0.518, 0.389, 0.329, 0.320, 0.014, 0.271, 0.423, 0.272, -0.033, -1.125, -0.231, -0.172, 0.564, -0.581, -0.107, -0.684, 0.274, 0.376, 0.309, 0.398, 0.231, 0.166, 0.325, 0.334, -0.869, -0.256, -0.233, 0.746, -0.600, -0.330, -0.558, 0.268, 0.033, 0.439, 0.163, 0.396, 0.330, 0.227, 0.244, -0.977, -0.107, -0.287, 0.820, -0.620, -0.342, -0.651, 0.146, 0.387, 0.375, 0.063, 0.286, 0.337, 0.244, 0.246], "energy_ha": -2734.4344, "lumo_ev": -0.5, "smiles": "O=[N+]([O-])c1ccccc1.CCOC(=O)OC.CCOC(=O)OC.CCOC(=O)OC.CCOC(=O)OC.CCOC(=O)OC.CCOC(=O)OC", "homo_lumo_gap_ev": 9.62}